This record from the OMol25 dataset describes a structure of composition C9H14F3O2PmS3. The level of theory is ωB97M-V/def2-TZVPD.

Last column: Mulliken charge in e.
Geometry (Å):
Pm  -1.3932  -0.2395  -1.3994  0.9309
C  1.1235  2.7173  1.1822  -0.6136
C  2.0993  2.0934  0.1976  -0.7395
S  1.3964  0.8560  -0.9621  -0.0895
C  2.0823  -0.7056  -0.3064  -0.7262
C  1.6322  -1.0720  1.0968  -0.4295
S  -0.1424  -1.5543  1.1824  -0.0508
C  -0.7648  -0.5532  2.5899  -0.7828
C  -0.7769  0.9423  2.3476  0.0264
S  0.8380  1.7424  2.6998  -0.1705
H  0.1506  2.8969  0.7255  0.2704
H  1.5398  3.6626  1.5336  0.4354
H  2.9240  1.6131  0.7204  0.3556
H  2.5079  2.8769  -0.4393  0.4717
H  3.1700  -0.5960  -0.3383  0.5448
H  1.7798  -1.4716  -1.0295  0.2473
H  1.7724  -0.2500  1.7972  0.0900
H  2.2066  -1.9371  1.4304  0.4546
H  -0.2090  -0.8192  3.4900  0.4013
H  -1.7904  -0.9172  2.6769  0.3786
H  -1.4922  1.4177  3.0196  0.4459
H  -1.0833  1.1390  1.2984  -0.2136
C  -3.3027  0.4335  -0.2106  -1.0587
H  -3.8327  -0.3596  0.3564  0.2371
H  -4.0361  1.2426  -0.3287  0.2791
F  -0.5951  -0.2589  -3.5810  -0.2240
C  -1.1977  -1.5105  -3.7412  0.6536
F  -1.3174  -1.7182  -5.0406  -0.2239
F  -2.4589  -1.2901  -3.2367  -0.2522
C  -0.4187  -2.6128  -2.7828  0.5407
O  0.2493  -3.4340  -3.3442  -0.5882
O  -0.6605  -2.3338  -1.6037  -0.6006

Forces on atoms 1 to 3 (eV/Å):
Pm 0.70 2.54 3.27
C 0.04 -0.30 0.41
C -0.16 -0.09 -0.24

The multiplicity is 5. Its HOMO energy (spin up / spin down) is -6.8 / -3.8 eV. The calculation puts the frontier orbital gap (spin up / spin down) at 6.7960 / 3.8061 eV. As for the net charge: 0. The lowest unoccupied orbital energy (spin up / spin down) is 0.01 / -0.01 eV.

=====

This record from the OMol25 dataset describes a cluster of 2 separate species, C6H11N2 in total. The level of theory is ωB97M-V/def2-TZVPD.

Last column: natural (NBO) charge in e.
Geometry (Å):
C  -4.4690  -0.5600  -0.2163  -0.1656
C  3.3101  -0.9850  -0.1193  -0.2937
C  3.6267  0.4039  -0.3322  -0.2975
C  -2.4396  1.0648  -0.1021  -0.2210
C  2.3591  0.0920  0.5967  -0.0543
C  -2.0751  -0.2238  0.4868  -0.1419
N  -3.2982  -0.0976  0.0371  -0.2125
N  1.1365  0.3108  0.2131  -0.3069
H  -4.7292  -1.5633  0.0761  0.2106
H  -5.1893  0.0623  -0.7178  0.2108
H  2.8216  -1.5519  -0.9005  0.2550
H  3.8686  -1.5708  0.5948  0.2706
H  4.4294  0.8712  0.2185  0.2720
H  3.3801  0.8718  -1.2748  0.2549
H  -2.6624  1.9252  0.5228  0.2033
H  -2.1041  1.3238  -1.1015  0.1932
H  2.5339  0.2059  1.6596  0.2352
H  -1.4787  -0.7958  1.1475  0.2393
H  0.9796  0.2165  -0.7884  0.3484

Forces on atoms 1 to 3 (eV/Å):
C -0.71 -0.03 -0.14
C 0.73 0.33 -0.99
C 0.40 -0.91 -0.77

For the energy above the lowest of the compared OMol25 structures with the same formula, charge and spin, the calculation gives 8.649 eV. Its HOMO energy (spin up / spin down) is -10.2 / -10.2 eV. The calculation puts the frontier orbital gap (spin up / spin down) at 3.3163 / 3.3195 eV. As for the net charge: +1. The lowest unoccupied orbital energy (spin up / spin down) is -6.88 / -6.88 eV.

=====

This record from the OMol25 dataset describes a structure of composition C36H39AsClCoN2O4. The level of theory is ωB97M-V/def2-TZVPD.

Last column: Mulliken charge in e.
Geometry (Å):
Co  1.2759  0.4926  -0.1492  -1.2957
C  4.4053  0.0173  -0.9900  -1.3783
N  3.6116  0.8712  -0.1164  1.1366
C  3.7667  2.2507  -0.5597  -1.6476
C  4.0308  0.7346  1.2846  -1.5690
C  2.8818  0.8131  2.2683  1.6183
C  3.1763  0.9839  3.6152  -0.7984
C  2.1808  0.9024  4.5721  -0.8401
C  0.8799  0.6487  4.1728  -0.8909
C  0.5858  0.5277  2.8245  1.1409
C  1.5652  0.6056  1.8290  -0.2742
H  5.4675  0.3141  -0.9904  0.3580
H  4.0248  0.0931  -2.0076  0.2448
H  4.3299  -1.0223  -0.6780  0.3853
H  4.8256  2.5578  -0.5469  0.3720
H  3.1904  2.9134  0.0805  0.4792
H  3.3903  2.3549  -1.5756  0.3469
H  4.7983  1.4838  1.5381  0.4260
H  4.4882  -0.2552  1.4139  0.4629
H  4.2012  1.1581  3.9239  0.4049
H  2.4198  1.0274  5.6207  0.3283
H  0.0971  0.5407  4.9139  0.4479
H  -0.4500  0.3374  2.5365  0.5266
O  1.4406  4.2995  -2.2061  -0.7660
Cl  0.7035  3.5652  -1.2361  1.9484
O  -0.6588  3.9629  -1.2521  -0.6968
O  1.2408  3.7685  0.0624  -0.6470
O  0.7834  2.1663  -1.5783  -0.6991
C  0.4645  -2.8999  1.7153  -0.9960
N  1.5064  -3.6883  1.0924  0.1520
C  0.9743  -4.8396  0.3995  -0.9678
C  2.4110  -2.8762  0.2772  -1.6036
C  1.9046  -2.4441  -1.0888  1.4229
C  2.0280  -3.3383  -2.1501  -0.3475
C  1.6037  -3.0081  -3.4241  -0.8687
C  1.0548  -1.7589  -3.6520  -0.8329
C  0.9280  -0.8693  -2.5975  -0.3001
C  1.3499  -1.1730  -1.2974  0.9159
H  -0.1723  -3.5548  2.3123  0.4568
H  -0.1637  -2.3631  0.9908  0.3573
H  0.9245  -2.1623  2.3701  0.1802
H  0.4242  -5.4534  1.1143  0.3768
H  1.7961  -5.4386  0.0049  0.3039
H  0.2950  -4.5867  -0.4285  0.2402
H  3.3295  -3.4688  0.1500  0.6116
H  2.6417  -1.9865  0.8699  -0.0938
H  2.4893  -4.3056  -1.9845  0.3293
H  1.7098  -3.7175  -4.2363  0.3584
H  0.7357  -1.4711  -4.6478  0.4423
H  0.5010  0.1087  -2.7946  0.6223
C  -3.4476  1.3270  -4.4466  -0.6050
C  -3.3242  2.3676  -3.5432  -1.0165
C  -2.7304  2.1588  -2.3121  -0.5018
C  -2.2530  0.9027  -1.9516  1.0526
C  -2.3585  -0.1302  -2.8788  0.1394
C  -2.9544  0.0771  -4.1104  -1.1082
As  -1.3401  0.6544  -0.2359  0.8363
C  -2.2035  2.1009  0.7484  0.1277
C  -3.5698  2.3405  0.6308  -0.4107
C  -4.1551  3.4165  1.2715  -0.9044
C  -3.3799  4.2722  2.0375  -0.6778
C  -2.0247  4.0316  2.1752  -1.1085
C  -1.4400  2.9515  1.5344  -0.1661
C  -2.4667  -0.8210  0.4461  0.8465
C  -2.3552  -2.0821  -0.1378  -0.2241
C  -3.0649  -3.1642  0.3492  -0.7191
C  -3.8840  -3.0148  1.4564  -0.6567
C  -3.9642  -1.7819  2.0807  -0.7890
C  -3.2594  -0.7007  1.5830  -0.4656
H  -3.9151  1.4893  -5.4078  0.3736
H  -3.6839  3.3546  -3.7981  0.4338
H  -2.5976  2.9974  -1.6452  0.2354
H  -1.9500  -1.1060  -2.6511  0.2941
H  -3.0222  -0.7405  -4.8170  0.4402
H  -4.1823  1.6819  0.0214  0.5532
H  -5.2160  3.6003  1.1559  0.4002
H  -3.8364  5.1286  2.5145  0.3689
H  -1.4125  4.6985  2.7649  0.4581
H  -0.3743  2.7804  1.6268  0.5099
H  -1.6836  -2.2150  -0.9787  -0.2067
H  -2.9677  -4.1331  -0.1235  0.4165
H  -4.4515  -3.8548  1.8322  0.3700
H  -4.5783  -1.6622  2.9627  0.4329
H  -3.3385  0.2591  2.0796  0.3873

Forces on atoms 1 to 3 (eV/Å):
Co 0.67 -0.29 0.70
C 0.06 -0.25 -0.19
N -0.90 -0.26 -0.03

The multiplicity is 2. Its HOMO energy (spin up / spin down) is -4.3 / -5.1 eV. The calculation puts the frontier orbital gap (spin up / spin down) at 6.9682 / 7.8502 eV. As for the net charge: -1. The lowest unoccupied orbital energy (spin up / spin down) is 2.72 / 2.73 eV.

=====

This record from the OMol25 dataset describes a cluster of 2 separate species, C2H4N2OS in total. The level of theory is ωB97M-V/def2-TZVPD.

Last column: natural (NBO) charge in e.
Geometry (Å):
C  -0.9959  2.0848  0.6355  0.3613
C  1.2876  -1.0931  -0.2132  -0.8275
N  -1.2599  3.0337  1.1969  -0.3507
N  -0.6822  1.1520  -0.2036  -0.7534
O  -1.2262  -2.0081  -0.3442  -0.8169
S  -0.4402  -1.1075  0.5293  1.2238
H  1.3409  -0.0700  -0.5647  0.2716
H  1.5526  -1.8079  -0.9688  0.2612
H  1.8774  -0.8622  0.6366  0.2395
H  -1.4542  0.6783  -0.7041  0.3911

Forces on atoms 1 to 3 (eV/Å):
C -0.32 -1.59 -1.35
C -1.82 2.22 0.77
N -0.60 2.73 2.21

For the energy above the lowest of the compared OMol25 structures with the same formula, charge and spin, the calculation gives 4.650 eV. Its HOMO energy (spin up / spin down) is -9.9 / -9.4 eV. The calculation puts the frontier orbital gap (spin up / spin down) at 8.1739 / 7.2508 eV. As for the net charge: 0. The lowest unoccupied orbital energy (spin up / spin down) is -1.75 / -2.11 eV.

=====

This record from the OMol25 dataset describes an isolated molecule of C5H12O. The level of theory is ωB97M-V/def2-TZVPD.

Last column: natural (NBO) charge in e.
Geometry (Å):
C  -0.4339  -0.7943  -2.4021  -0.6043
C  -0.5916  -0.2166  -0.9799  -0.4087
C  0.7218  -0.2410  -0.1218  -0.4818
C  0.9785  1.1574  0.9690  -0.0427
O  0.7457  0.8668  2.3080  -0.5230
C  -0.4184  0.0946  2.3191  -0.2614
H  0.3935  -0.3086  -2.9308  0.2021
H  -1.3413  -0.6355  -3.0024  0.2113
H  -0.2390  -1.8744  -2.4026  0.2023
H  -1.4343  -0.7509  -0.5002  0.1980
H  -0.9159  0.8245  -1.0687  0.1952
H  0.8294  -1.3159  0.1878  0.2169
H  1.5709  -0.1035  -0.7738  0.2102
H  1.9604  1.6850  0.9836  0.1964
H  0.2356  1.8868  0.5956  0.1498
H  -0.5086  -0.4077  3.2818  0.1903
H  -0.2469  -0.5685  1.4548  0.1924
H  -1.3061  0.7018  2.0827  0.1569

Forces on atoms 1 to 3 (eV/Å):
C 0.12 0.05 0.10
C 0.19 0.34 0.14
C 0.54 1.01 -0.11

For the energy above the lowest of the compared OMol25 structures with the same formula, charge and spin, the calculation gives 2.329 eV. Its structure (SMILES) is CCCCOC. Its HOMO energy is -9.6 eV. The calculation puts the frontier orbital gap at 10.7646 eV. As for the net charge: 0. The lowest unoccupied orbital energy is 1.13 eV.

=====

This record from the OMol25 dataset describes a cluster of 2 separate species, C5H10O2 in total. The level of theory is ωB97M-V/def2-TZVPD.

Last column: natural (NBO) charge in e.
Geometry (Å):
C  2.5805  0.3570  0.0605  -0.2465
O  1.2879  0.5150  -0.4724  -0.5292
C  0.3401  -0.3403  0.0837  0.0588
C  -0.2632  -0.0685  1.4659  -0.4449
C  -0.9957  0.2193  0.2269  -0.1766
C  -1.8926  0.9219  -0.4425  0.1842
O  -1.8473  1.1191  -1.7842  -0.6679
H  2.9656  -0.6613  -0.0959  0.1659
H  2.5947  0.5801  1.1363  0.1691
H  3.2219  1.0682  -0.4649  0.1946
H  0.4703  -1.3962  -0.1802  0.1855
H  -0.5269  -0.9387  2.0680  0.2218
H  0.1167  0.7798  2.0326  0.2248
H  -2.7600  1.3931  0.0095  0.1858
H  -0.9814  0.8094  -2.0912  0.4854
H  -2.2257  -2.5365  -0.0942  -0.0176
H  -2.2240  -1.7918  -0.1345  0.0070

Forces on atoms 1 to 3 (eV/Å):
C 0.31 -0.01 0.10
O -0.04 0.08 -0.01
C -0.12 -0.16 -0.09

For the energy above the lowest of the compared OMol25 structures with the same formula, charge and spin, the calculation gives 4.435 eV. Its structure (SMILES) is CO[C@H]1C/C1=C/O.[H][H]. Its HOMO energy is -8.8 eV. The calculation puts the frontier orbital gap at 9.7792 eV. As for the net charge: 0. The lowest unoccupied orbital energy is 0.98 eV.

=====

- Which of these has the lowest net charge?
  C36H39AsClCoN2O4

=====

- Among the records above, which one has the highest net charge?
  C6H11N2

=====

- What is the net charge in the sixth record?
  0

=====

- Which of these has the lowest net charge?
  C36H39AsClCoN2O4